C18H48F6NO20S2Tl | the ωB97M-V functional and the def2-TZVPD basis

XYZ file:
```
96
Properties=species:S:1:pos:R:3
Tl -2.828 -0.340 2.575
C 1.549 -1.247 1.252
F 0.733 -2.063 1.982
F 2.104 -0.358 2.046
F 2.479 -2.048 0.706
S 0.456 -0.570 -0.059
O 1.339 0.196 -0.900
O -0.197 -1.683 -0.704
N -0.633 0.381 0.791
S -0.108 1.884 1.012
O -0.871 2.321 2.171
O 1.287 2.213 1.060
C -0.859 2.782 -0.486
F -0.447 4.031 -0.368
F -0.552 2.233 -1.637
F -2.172 2.775 -0.338
C 0.921 -5.457 -1.896
C 1.850 -4.382 -1.263
O 3.169 -4.878 -1.319
O 1.080 -6.666 -1.203
H 1.197 -5.567 -2.944
H -0.117 -5.135 -1.776
H 1.639 -4.379 -0.185
H 1.820 -3.408 -1.737
H 3.214 -5.744 -0.890
H 1.480 -7.340 -1.763
C -0.659 -1.329 -3.916
C 0.149 -0.381 -4.778
O 0.953 -1.138 -5.692
O -1.772 -1.940 -4.545
H -1.012 -0.718 -3.071
H -0.114 -2.138 -3.439
H 0.896 0.286 -4.350
H -0.485 0.287 -5.374
H 0.425 -1.786 -6.176
H -2.436 -1.258 -4.703
C -4.061 -0.520 -1.101
C -3.937 -1.957 -0.538
O -2.735 -2.043 0.226
O -3.969 0.471 -0.096
H -4.995 -0.488 -1.659
H -3.137 -0.482 -1.686
H -3.895 -2.718 -1.321
H -4.709 -2.281 0.164
H -1.973 -2.119 -0.370
H -4.822 0.921 -0.109
C -1.127 1.191 5.771
C 0.115 0.979 4.846
O -0.127 -0.198 4.121
O -2.277 1.464 4.993
H -0.928 1.929 6.553
H -1.241 0.288 6.378
H 0.970 0.808 5.504
H 0.270 1.868 4.233
H 0.663 -0.760 4.179
H -2.739 2.206 5.400
C 2.333 -2.816 5.065
C 3.575 -3.471 4.494
O 4.712 -3.016 5.333
O 2.442 -1.395 4.867
H 2.178 -3.146 6.094
H 1.443 -3.050 4.470
H 3.857 -3.098 3.511
H 3.599 -4.549 4.643
H 5.167 -3.833 5.542
H 3.370 -1.187 5.056
C 1.122 6.776 -4.449
C 0.947 5.935 -3.208
O 1.670 4.719 -3.149
O 0.076 7.701 -4.665
H 1.257 6.204 -5.375
H 2.065 7.331 -4.309
H -0.149 5.818 -3.143
H 1.159 6.434 -2.254
H 1.019 4.014 -3.107
H 0.347 8.277 -5.387
C 3.765 0.099 -2.897
C 4.112 -1.121 -2.089
O 5.404 -1.641 -2.099
O 4.516 1.202 -2.437
H 2.725 0.413 -2.711
H 3.937 -0.024 -3.975
H 3.452 -1.955 -2.387
H 3.741 -0.933 -1.071
H 5.932 -1.157 -2.755
H 4.331 2.030 -2.892
C -6.056 2.058 2.218
C -4.865 2.916 1.876
O -3.626 2.561 2.486
O -5.730 0.685 2.179
H -6.894 2.403 1.606
H -6.305 2.374 3.241
H -5.146 3.960 2.042
H -4.664 2.886 0.790
H -3.187 3.394 2.681
H -6.457 0.205 2.593
```

Frontier orbital gap   1.453 eV
Relative energy (zero: lowest compared OMol25 entry of this formula, charge and spin)   0.0000 eV
Highest occupied orbital energy   -13.720 eV
Total charge   +2
E   -104525.6529 eV

These are the Löwdin partial charges, in e, on atoms 1 to 6: 1.23, -0.64, 0.10, 0.19, 0.14, 0.66

C32H23O10 | the ωB97M-V functional and the def2-TZVPD basis

XYZ file:
```
65
Properties=species:S:1:pos:R:3
O 4.222 1.760 2.950
C 2.967 1.718 3.048
O 2.340 1.848 4.117
C 2.134 1.474 1.733
C 0.673 1.540 2.104
C 0.083 2.757 2.356
C -1.235 2.758 2.729
C -1.931 1.581 2.845
C -1.362 0.373 2.566
C -0.039 0.378 2.192
H 2.413 0.469 1.410
H 2.439 2.256 1.038
H 0.629 3.687 2.269
H -1.746 3.692 2.946
H -2.965 1.620 3.171
H -1.917 -0.552 2.664
H 0.481 -0.548 1.959
C -3.984 1.908 -0.853
C -3.575 2.162 -2.092
C -3.139 3.518 -2.495
O -2.767 3.747 -3.630
C -3.173 4.584 -1.466
C -3.581 4.332 -0.226
C -4.019 2.973 0.179
O -4.386 2.743 1.309
H -4.303 0.923 -0.539
H -3.539 1.400 -2.856
H -2.847 5.567 -1.781
H -3.611 5.095 0.541
C -1.365 -0.943 -5.414
C -1.611 -0.351 -4.248
C -1.953 -1.145 -3.040
O -2.179 -0.607 -1.978
C -2.006 -2.621 -3.183
C -1.760 -3.211 -4.349
C -1.419 -2.419 -5.557
O -1.193 -2.958 -6.619
H -1.115 -0.383 -6.306
H -1.575 0.725 -4.126
H -2.255 -3.181 -2.290
H -1.794 -4.286 -4.473
C 1.642 -2.889 4.180
C 1.019 -3.140 5.329
C -0.150 -4.049 5.387
O -0.722 -4.281 6.432
C -0.600 -4.670 4.115
C 0.022 -4.419 2.967
C 1.193 -3.510 2.910
O 1.761 -3.284 1.862
H 2.496 -2.226 4.117
H 1.332 -2.696 6.265
H -1.455 -5.330 4.180
H -0.292 -4.861 2.029
C 3.053 -0.295 -1.349
C 3.954 -1.227 -1.647
C 5.113 -0.926 -2.520
O 5.936 -1.775 -2.797
C 5.232 0.457 -3.046
C 4.333 1.390 -2.749
C 3.170 1.089 -1.876
O 2.351 1.940 -1.606
H 2.201 -0.497 -0.713
H 3.885 -2.240 -1.271
H 6.087 0.657 -3.681
H 4.402 2.403 -3.124
```

Frontier orbital gap   3.889 eV
Highest occupied orbital energy   -4.047 eV
Total charge   -1
E   -54029.0505 eV

These are the natural (NBO) partial charges, in e, on atoms 1 to 6: -0.79, 0.76, -0.78, -0.58, 0.14, -0.21

C3H7NO2S | the ωB97M-V functional and the def2-TZVPD basis

XYZ file:
```
14
Properties=species:S:1:pos:R:3
O -1.444 1.603 0.205
C -0.373 1.716 0.765
O -0.141 2.418 1.966
N 0.850 1.127 0.272
C 0.844 0.045 -0.772
C -0.352 -1.043 -0.474
S 0.210 -2.753 -0.992
H -0.984 2.678 2.345
H 1.584 1.551 0.868
H 0.706 0.574 -1.711
H 1.615 -0.638 -0.963
H -0.562 -0.943 0.520
H -1.279 -0.767 -1.044
H 1.583 -2.774 -0.536
```

Frontier orbital gap   9.910 eV
Relative energy (zero: lowest compared OMol25 entry of this formula, charge and spin)   1.4606 eV
Highest occupied orbital energy   -9.268 eV
E   -19644.1436 eV
SMILES string   O=C(O)NCCS

These are the natural (NBO) partial charges, in e, on atoms 1 to 6: -0.63, 0.89, -0.72, -0.69, -0.22, -0.49

C5H9NO2 | the ωB97M-V functional and the def2-TZVPD basis

XYZ file:
```
17
Properties=species:S:1:pos:R:3
O 1.590 -1.248 1.891
C 0.708 -0.219 1.639
C 1.056 0.390 0.031
N 0.534 -0.118 -1.285
C -0.669 0.602 -1.364
C -1.299 0.423 0.025
C -0.394 -0.319 0.779
O -0.347 -1.722 0.395
H 1.114 -2.000 1.612
H 0.998 0.709 2.240
H 0.847 1.549 -0.054
H 1.230 0.141 -2.041
H -1.324 0.364 -2.302
H -0.504 1.618 -1.525
H -2.204 -0.111 0.256
H -1.250 1.624 0.347
H -0.085 -1.682 -0.641
```

Frontier orbital gap   8.409 eV
Relative energy (zero: lowest compared OMol25 entry of this formula, charge and spin)   6.9604 eV
Highest occupied orbital energy   -7.660 eV
E   -10909.6153 eV
SMILES string   O[C@H]1[C@H]2NCC[C@@]21O

These are the natural (NBO) partial charges, in e, on atoms 1 to 6: -0.65, 0.20, -0.24, -0.68, -0.22, -0.45

C4H8N2 | the ωB97M-V functional and the def2-TZVPD basis

XYZ file:
```
14
Properties=species:S:1:pos:R:3
H 2.403 -0.823 2.026
N 2.006 -1.614 1.367
C 1.369 -0.986 0.460
N 0.932 0.338 0.220
C -0.338 0.517 -0.347
C -0.947 1.604 0.109
C -1.079 -0.453 -1.086
H 0.864 -1.553 -0.344
H 0.915 0.834 1.063
H -0.401 2.435 0.529
H -1.848 2.088 -0.243
H -0.331 -1.028 -1.656
H -1.992 -0.122 -1.717
H -1.554 -1.236 -0.382
```

Frontier orbital gap   9.587 eV
Relative energy (zero: lowest compared OMol25 entry of this formula, charge and spin)   2.1263 eV
Highest occupied orbital energy   -8.697 eV
E   -7255.7491 eV
SMILES string   [H]/N=C\NC(=C)C

These are the natural (NBO) partial charges, in e, on atoms 1 to 6: 0.31, -0.64, 0.29, -0.60, 0.18, -0.49

C6H21N2O3 | the ωB97M-V functional and the def2-TZVPD basis

XYZ file:
```
32
Properties=species:S:1:pos:R:3
C 0.155 0.231 2.254
N 1.372 -0.223 1.462
C 2.254 0.870 1.034
C -0.878 -0.432 1.332
N -0.865 0.074 -0.162
C -2.288 0.269 -0.576
C -3.168 -0.211 0.568
C -2.308 -0.344 1.849
H 0.040 1.241 2.361
H 0.118 -0.223 3.291
H 1.866 -0.892 2.016
H 3.264 0.411 0.740
H 1.848 1.345 0.149
H 2.459 1.710 1.794
H -0.771 -1.534 1.176
H -0.462 -0.705 -0.792
H -0.354 0.876 -0.123
H -2.651 1.234 -0.956
H -2.461 -0.418 -1.384
H -3.624 -1.107 0.218
H -3.954 0.549 0.642
H -2.606 0.483 2.587
H -2.682 -1.239 2.488
H 0.689 0.921 -2.128
H -0.618 1.688 -2.428
O 0.015 1.565 -1.806
H 2.078 -0.981 -2.687
H 0.907 -0.821 -3.808
O 1.241 -0.751 -3.023
H 2.738 -1.827 -1.124
H 2.823 -0.324 -0.781
O 3.144 -1.019 -1.311
```

<S²>   0.754
Frontier orbital gap (spin up / spin down)   11.554 / 5.797 eV
Relative energy (zero: lowest compared OMol25 entry of this formula, charge and spin)   1.8488 eV
Highest occupied orbital energy (spin up / spin down)   -18.337 / -18.337 eV
Total charge   +2
Multiplicity   2
E   -15663.9558 eV

These are the natural (NBO) partial charges, in e, on atoms 1 to 6: -0.27, -0.13, -0.53, -0.07, -0.52, -0.24